(1)
DFT (ωB97M-V/def2-TZVPD) results for one molecule with the formula I2S in a non-equilibrium geometry.

```
3
I2S ωB97M-V/def2-TZVPD
I 0.50 -0.76 -1.68
I -1.13 1.33 1.02
S 0.63 -0.57 0.65
```

energy = -27036.3688 eV
HOMO-LUMO gap = 7.03 eV
SMILES = ISI
HOMO = -9.056 eV
energy relative to the best compared isomer or geometry (same formula, charge and spin) = 12.5 kJ/mol

=====

(2)
DFT (ωB97M-V/def2-TZVPD) results for C25H45NP2STc as an isolated structure in a non-equilibrium geometry.

```
75
C25H45NP2STc ωB97M-V/def2-TZVPD
Tc -1.14 -0.84 0.51
S -3.13 -2.17 0.41
P -0.12 -2.86 -0.16
P -2.41 0.63 -0.85
N -4.43 -2.72 2.89
C -2.65 0.63 2.88
C -2.26 2.45 -0.73
C -1.31 0.34 2.28
C -0.33 1.35 1.94
C -0.42 -4.28 0.96
C 3.72 1.03 -1.42
C 2.49 0.16 -1.35
C 2.24 1.45 1.72
C -0.57 -0.92 2.53
C 0.95 0.74 1.89
C 1.96 -1.56 2.46
C 2.13 3.10 -1.16
C -4.24 0.44 -0.89
C 1.59 0.08 -2.34
C 3.54 2.57 -1.26
C 1.25 3.00 -2.15
C -0.96 -1.90 3.59
C -3.85 -2.46 1.90
C -0.85 -3.40 -1.74
C 1.59 2.43 -3.50
C 1.64 -3.08 -0.58
C -0.56 2.81 1.99
C -1.89 0.43 -2.59
C 0.83 -0.63 2.22
C 1.70 0.88 -3.60
H 2.93 0.87 1.11
H 4.08 2.88 -0.35
H -2.51 1.08 3.88
H -4.65 0.47 0.12
H 2.41 -1.40 3.46
H -1.01 1.06 -2.78
H 0.78 -0.65 -2.30
H -1.94 -3.32 -1.74
H 2.42 -0.49 -0.48
H -2.72 2.91 -1.62
H -3.22 1.34 2.28
H -1.20 2.74 -0.69
H 1.65 -2.60 2.41
H 0.24 -4.23 1.84
H -0.21 -5.21 0.41
H 0.25 3.46 -2.07
H -4.52 -0.51 -1.35
H -1.93 -2.35 3.40
H -0.21 -2.68 3.70
H 2.30 -2.86 0.26
H -1.02 -1.38 4.55
H -4.68 1.27 -1.47
H -0.56 -4.45 -1.91
H 0.02 3.34 1.22
H 2.11 2.41 1.23
H 1.82 -4.13 -0.89
H 2.53 2.85 -3.87
H 4.07 3.04 -2.10
H -2.77 2.83 0.16
H 2.78 -1.41 1.74
H 0.91 0.53 -4.29
H -0.25 3.21 2.97
H 4.41 0.69 -0.63
H 1.91 3.69 -0.26
H 2.74 1.62 2.69
H 0.81 2.76 -4.20
H -1.46 -4.30 1.31
H 2.66 0.66 -4.10
H -0.44 -2.78 -2.55
H -1.62 -0.61 -2.79
H -2.72 0.73 -3.24
H 1.92 -2.42 -1.41
H -3.25 -0.27 3.00
H -1.62 3.07 1.86
H 4.24 0.86 -2.38
```

energy = -59738.3056 eV
HOMO-LUMO gap (alpha / beta) = 6.25 / 2.69 eV
total charge = +2
spin multiplicity = 4
HOMO (alpha / beta) = -12.868 / -13.587 eV

=====

(3)
DFT (ωB97M-V/def2-TZVPD) results for C9H6AuCl3O8 as an isolated structure in a non-equilibrium geometry.

```
27
C9H6AuCl3O8 ωB97M-V/def2-TZVPD
Au 0.74 0.09 -1.23
Cl -4.72 2.24 3.29
Cl 0.07 -0.23 3.37
Cl 3.09 0.94 -2.74
O -0.08 -0.12 0.55
O 1.82 0.11 -3.06
O -1.30 1.14 -1.86
O 0.36 -2.62 -1.36
O 3.06 2.13 -3.52
O 2.96 1.22 -1.32
O 2.32 -1.92 -0.41
O 4.23 0.12 -3.01
C -2.16 1.17 0.37
C -3.34 1.61 2.42
C -2.20 1.38 -1.07
C -1.12 0.52 1.05
C 1.15 -1.85 -0.99
C 2.77 -3.29 -0.15
C -2.30 1.01 3.13
C -3.27 1.69 1.07
C -1.21 0.50 2.46
H -2.33 0.95 4.21
H -3.14 1.80 -1.46
H -4.07 2.17 0.51
H 2.86 -3.82 -1.09
H 3.74 -3.16 0.33
H 2.06 -3.78 0.51
```

energy = -67059.5446 eV
HOMO-LUMO gap = 7.48 eV
HOMO = -9.036 eV
energy relative to the best compared isomer or geometry (same formula, charge and spin) = 59.5 kJ/mol

=====

(4)
DFT (ωB97M-V/def2-TZVPD) results for a 2-piece molecular cluster, C3H10NO3 overall in a non-equilibrium geometry.

```
17
C3H10NO3 ωB97M-V/def2-TZVPD
O 1.21 1.52 0.53
O 2.72 0.96 -0.98
O 0.82 -1.62 1.94
N -0.70 -0.08 -0.03
C 1.61 0.94 -0.63
C 0.20 0.58 -1.18
C -2.19 -0.28 -0.56
H -0.09 1.54 -1.70
H -0.62 0.32 0.91
H 0.21 -0.08 -1.97
H -2.73 -0.52 0.21
H -0.10 -0.96 -0.01
H 1.99 1.67 1.13
H -2.27 -1.08 -1.31
H 0.67 -1.54 2.87
H -2.35 0.79 -0.98
H 1.62 -2.16 1.77
```

energy = -10897.8677 eV
HOMO-LUMO gap = 11.76 eV
total charge = +1
HOMO = -15.115 eV
energy relative to the best compared isomer or geometry (same formula, charge and spin) = 250.5 kJ/mol

=====

(5)
DFT (ωB97M-V/def2-TZVPD) results for a 4-piece molecular cluster, C17H33F3N3O7PS2 overall.

```
66
C17H33F3N3O7PS2 ωB97M-V/def2-TZVPD
S 2.36 -1.20 -3.34
S 1.57 -3.75 -0.30
P 4.65 -0.91 -0.60
F 0.52 2.72 0.19
F 1.34 -0.25 1.88
F 0.56 1.65 2.60
O -0.95 0.76 -4.96
O 1.36 -2.99 -1.69
O 2.64 -2.74 0.31
O 2.15 -5.00 -0.60
O 0.40 -3.67 0.51
O -1.86 -2.57 -2.22
O -2.24 4.81 7.60
N -3.43 -3.96 -1.35
N -2.28 2.51 -4.41
N -0.75 3.71 6.29
C -2.44 -4.62 -0.51
C 0.87 1.42 0.30
C -1.85 4.46 6.51
C -1.72 2.59 -3.07
C 3.22 -2.01 -0.84
C 5.80 -1.96 0.35
C -0.34 3.31 4.96
C 0.85 -0.79 -1.02
C -1.81 1.56 -5.25
C 1.95 -1.66 -1.63
C -3.01 -2.97 -2.16
C 4.22 0.48 0.51
C -4.81 -4.38 -1.29
C 0.92 0.95 1.53
C 0.03 3.29 7.44
C -3.31 3.45 -4.80
C 1.06 0.74 -1.01
H -1.03 3.70 4.23
H -5.21 -4.25 -0.29
H 0.32 1.19 -1.67
H 6.78 -1.48 0.28
H -2.20 3.40 -2.53
H -2.93 -5.38 0.10
H -2.38 4.72 5.58
H 5.53 -2.11 1.40
H -1.67 -5.09 -1.12
H 0.88 2.70 7.10
H -4.91 -5.43 -1.57
H 0.66 3.69 4.74
H -0.31 2.22 4.88
H 0.40 4.16 7.99
H 3.68 -2.81 -1.45
H -3.82 -2.53 -2.77
H 5.87 -2.93 -0.14
H -0.57 2.70 8.12
H 3.05 -0.10 -3.03
H -1.95 -3.89 0.13
H -3.61 3.24 -5.83
H -1.88 1.65 -2.54
H -5.40 -3.78 -1.98
H -0.01 -1.01 -1.65
H 0.58 -1.16 -0.03
H 2.03 0.99 -1.46
H -0.64 2.77 -3.12
H -2.30 1.58 -6.23
H -4.19 3.35 -4.16
H 5.10 0.71 1.12
H 4.03 1.36 -0.11
H 3.39 0.31 1.18
H -2.95 4.47 -4.74
```

energy = -76076.5210 eV
HOMO-LUMO gap = 9.41 eV
SMILES = CP(C)[C@H]1OS(=O)(=O)O[C@@]1(S)CCC(F)=C(F)F.CN(C)C=O.CN(C)C=O.CN(C)C=O
HOMO = -8.975 eV
energy relative to the best compared isomer or geometry (same formula, charge and spin) = 0.0 kJ/mol

=====

(6)
DFT (ωB97M-V/def2-TZVPD) results for C35H31CaF9N3O4P as an isolated structure in a non-equilibrium geometry.

```
84
C35H31CaF9N3O4P ωB97M-V/def2-TZVPD
Ca -2.58 -0.26 -0.59
P 1.18 -1.48 0.94
F 1.38 5.05 1.86
F 1.83 4.41 3.97
F 2.16 -5.36 6.31
F 3.92 -4.01 6.43
F 3.50 4.52 2.51
F 6.22 -3.05 -3.05
F 4.85 -2.72 -4.73
F 4.87 -4.71 -3.78
F 2.04 -3.36 7.34
O -4.26 0.21 -2.02
O -2.57 -2.29 -1.68
O -1.17 1.31 -1.01
O -6.03 -1.20 -2.07
N -4.71 -0.07 0.96
N -0.73 3.58 -1.47
N -0.14 1.90 -2.99
C 2.61 -1.17 -1.40
C 0.77 2.10 2.73
C -6.93 0.47 0.38
C -6.04 1.24 2.49
C -4.89 0.51 2.17
C -0.27 4.64 -2.40
C 3.91 -2.90 -2.54
C -0.33 4.19 -3.83
C 2.90 -2.41 2.89
C 0.48 2.91 -3.85
C -2.94 -2.46 -2.82
C -3.86 -2.80 -3.88
C 2.54 -4.05 6.26
C 1.92 2.83 2.28
C 3.28 -2.97 4.09
C 1.59 -2.43 2.37
C 2.31 -2.00 -0.33
C 3.58 -3.75 -1.45
C 1.55 0.15 1.49
C 0.59 -2.84 3.25
C 3.28 -1.64 -2.54
C 2.13 4.22 2.63
C -7.09 1.17 1.54
C 2.87 2.10 1.55
C 4.94 -3.34 -3.53
C 0.12 0.46 -3.38
C -0.66 2.23 -1.71
C -1.64 4.06 -0.41
C 0.92 -3.37 4.52
C 2.69 0.81 1.10
C -5.67 -0.02 -0.02
C -5.34 -0.35 -1.46
C 2.26 -3.43 4.93
C 0.66 0.80 2.38
C 2.78 -3.31 -0.38
H -3.98 0.45 2.87
H 0.62 2.46 -4.85
H -0.43 0.23 -4.28
H 0.17 4.97 -4.41
H 4.06 -4.74 -1.40
H 1.19 0.36 -3.61
H -0.81 5.61 -2.22
H -0.22 -0.24 -2.61
H 0.06 -3.59 5.15
H 3.32 -0.96 -3.37
H 1.51 3.15 -3.49
H 2.41 -0.14 -1.45
H -6.05 1.83 3.40
H -0.47 -2.73 2.96
H -0.16 0.20 2.77
H 3.81 2.58 1.27
H -4.87 -2.48 -3.55
H -3.79 -3.91 -4.06
H -1.33 4.00 -4.19
H 4.38 -2.98 4.27
H -1.14 4.83 0.10
H 3.57 0.35 0.60
H 3.70 -1.88 2.34
H -8.07 1.56 1.77
H 0.74 4.88 -2.23
H 2.68 -4.01 0.42
H 0.03 2.54 3.44
H -3.55 -2.32 -4.83
H -7.77 0.17 -0.32
H -2.59 4.51 -0.80
H -1.81 3.20 0.28
```

energy = -101641.6414 eV
HOMO-LUMO gap (alpha / beta) = 2.66 / 2.67 eV
HOMO (alpha / beta) = -3.229 / -3.245 eV
energy relative to the best compared isomer or geometry (same formula, charge and spin) = 0.0 kJ/mol